{"formula": "C33H31BCl17N3O11P2S", "method": "ωB97M-V/def2-TZVPD", "species": ["C", "C", "O", "O", "C", "O", "C", "C", "C", "C", "C", "C", "P", "O", "Cl", "C", "C", "C", "O", "O", "C", "O", "C", "C", "C", "C", "C", "C", "C", "C", "C", "C", "S", "C", "N", "N", "C", "O", "C", "P", "O", "C", "B", "N", "O", "C", "C", "O", "H", "H", "H", "H", "H", "H", "H", "H", "H", "H", "H", "H", "H", "H", "H", "H", "H", "H", "H", "H", "H", "H", "H", "H", "H", "H", "H", "H", "H", "H", "H", "Cl", "C", "Cl", "Cl", "Cl", "Cl", "C", "Cl", "Cl", "Cl", "Cl", "C", "Cl", "Cl", "Cl", "Cl", "C", "Cl", "Cl", "Cl"], "xyz": [[-7.0890, -1.5799, 0.8748], [-5.8059, -2.4756, 0.9160], [-5.6926, -3.4215, 1.6443], [-4.7301, -2.2109, 0.0377], [-3.5040, -2.0437, 0.7263], [-2.5763, -2.7139, 0.4083], [-3.4589, -0.9814, 1.8948], [-2.4825, 0.2047, 1.5340], [-1.3270, 0.3434, 2.4494], [-0.3535, 1.3726, 2.1468], [-0.5557, 2.2455, 0.9722], [-1.6971, 2.1538, 0.0695], [-1.8480, 3.3003, -1.3986], [-0.3224, 3.4957, -2.1300], [-2.4906, 5.1583, -0.5951], [-2.6837, 1.0837, 0.3761], [-3.8851, 0.9146, -0.5944], [-5.1974, 1.4544, 0.0886], [-5.1179, 1.9871, 1.1577], [-6.3793, 1.2564, -0.5923], [0.6123, 3.2745, 0.7209], [0.4608, 4.4472, 0.5054], [2.0048, 2.5483, 0.8034], [2.9885, 2.6994, -0.2445], [4.2374, 1.9095, -0.0991], [5.2576, 2.0276, -1.2809], [5.0517, 0.6927, -2.1416], [3.6997, 0.6742, -2.9425], [3.7001, -0.6432, -3.8522], [2.3746, -1.5007, -3.7049], [2.5522, -2.7196, -2.6937], [1.7457, -4.0030, -3.1831], [1.6982, -5.3485, -1.9154], [3.2233, -6.2897, -1.9596], [4.2554, -6.1005, -1.0962], [5.2855, -6.9286, -1.3487], [4.8644, -7.6805, -2.4024], [3.6166, -7.3257, -2.8041], [4.4486, 1.0644, 1.0792], [5.9916, 0.0524, 1.2783], [5.7130, -1.2912, 0.6272], [3.4372, 0.9283, 2.1582], [3.5942, -0.0072, 3.4598], [4.1184, 0.6362, 4.6852], [3.2268, -1.3600, 3.5182], [2.2016, 1.6763, 1.9889], [0.9733, 1.6064, 2.9650], [1.0337, 1.6911, 4.1598], [-7.7572, -1.9238, 1.7031], [-6.7679, -0.5239, 1.0726], [-7.6231, -1.6632, -0.1120], [-3.0282, -1.5473, 2.7664], [-4.4586, -0.5390, 2.1264], [-1.1605, -0.3285, 3.3200], [-0.0881, 4.4243, -1.9056], [-4.0245, -0.1563, -0.8956], [-3.7528, 1.4910, -1.5563], [-6.2021, 0.6641, -1.3498], [2.7988, 3.3629, -1.1145], [4.9268, 2.8653, -1.9554], [6.3163, 2.1583, -0.9527], [5.1064, -0.2293, -1.4917], [5.8865, 0.6059, -2.8892], [3.6548, 1.5496, -3.6506], [2.7819, 0.7232, -2.2934], [3.9385, -0.4232, -4.9212], [4.5359, -1.2969, -3.4704], [1.4738, -0.8841, -3.4368], [2.1893, -1.9805, -4.7133], [3.6269, -3.0332, -2.6301], [2.1609, -2.4443, -1.6777], [2.2427, -4.4237, -4.0992], [0.6803, -3.7331, -3.4150], [5.5292, -8.4594, -2.8215], [7.0767, 0.7149, 0.6383], [6.2593, -0.2151, 2.6505], [4.1894, 1.6472, 4.5337], [5.0400, 0.2743, 4.9391], [2.8477, -1.5434, 2.6346], [-4.2542, -5.0523, -1.3404], [-2.6804, -5.3027, -2.1135], [-2.8734, -6.3780, -3.5104], [-2.0348, -3.7410, -2.6556], [-1.5614, -6.0374, -0.9538], [3.5070, -5.4676, 4.9852], [4.7143, -4.2435, 5.4163], [5.3327, -3.4812, 3.9433], [3.9655, -3.0128, 6.4496], [6.0514, -5.0149, 6.2908], [-6.7647, 8.0508, -0.7281], [-5.3991, 8.3956, -1.8037], [-4.0689, 7.2795, -1.4420], [-5.9067, 8.1842, -3.4897], [-4.8568, 10.0660, -1.5550], [-10.7104, 6.9258, 3.3228], [-9.3479, 7.2697, 2.2423], [-8.0167, 6.1550, 2.5950], [-9.8615, 7.0603, 0.5582], [-8.8034, 8.9382, 2.4895]], "forces_ev_per_angstrom": [[0.880, -0.200, -0.034], [-0.824, -0.624, 0.229], [-0.109, 0.715, -0.125], [-0.530, 1.173, 0.944], [-0.045, -0.236, 0.586], [-0.138, 0.626, 0.048], [0.434, 0.339, -0.908], [1.241, 0.329, 0.320], [-0.177, 1.843, -2.275], [-1.117, 0.254, -1.187], [-0.221, -0.689, 0.569], [1.275, -1.108, 3.054], [-0.903, -0.849, -1.476], [-1.386, 1.070, 1.936], [1.310, -1.434, 0.180], [1.461, 0.504, 0.173], [-0.400, -0.071, 0.011], [1.125, -0.606, -0.370], [-1.019, -0.033, -0.458], [1.173, -0.084, 0.302], [0.310, -1.766, 0.344], [0.114, -0.477, -0.161], [0.571, -0.430, 0.237], [0.381, -1.908, 2.605], [-0.878, 0.976, 0.677], [-1.336, -1.253, -0.113], [0.125, 0.251, -0.049], [0.537, -0.386, -0.900], [-0.343, -0.190, 1.183], [0.599, -0.982, -0.644], [-0.720, -0.273, -0.237], [1.170, 0.715, -0.424], [0.351, -0.834, -0.221], [3.545, 0.182, 1.386], [-2.457, 1.101, -0.694], [-1.768, -1.972, -2.854], [0.798, 1.923, 2.447], [0.141, -0.146, -0.191], [-1.046, 1.497, 0.425], [-1.785, -2.619, -1.901], [0.609, 1.332, 0.658], [-1.138, 1.263, -2.009], [0.179, -0.216, 1.575], [0.235, -0.184, -1.742], [-0.035, 2.124, -1.367], [0.748, 0.565, -1.555], [-0.007, -0.536, -1.763], [-0.007, -0.239, -0.384], [0.651, 0.222, -0.830], [-0.503, -0.883, -0.355], [0.663, 0.187, 0.942], [-0.618, 0.712, -0.786], [0.691, -0.593, -0.098], [-0.341, 0.572, -0.823], [0.440, -0.603, -0.215], [0.069, 0.879, 0.303], [0.081, -0.508, 1.065], [-0.107, 0.451, 0.354], [0.245, -0.624, 0.764], [0.580, -0.555, 0.875], [-0.898, -0.062, -0.247], [-0.028, 1.004, -0.534], [-0.682, 0.138, 0.624], [0.028, -0.582, 0.854], [0.975, -0.172, -0.473], [-0.365, 0.019, 0.871], [-0.729, 0.616, -0.514], [0.892, -0.516, -0.283], [-0.049, 0.611, 0.940], [-0.915, 0.467, 0.156], [0.615, -0.265, -0.801], [-0.673, 0.464, 0.717], [0.956, -0.565, 0.326], [-1.248, 0.533, -0.187], [-0.241, 0.253, 0.709], [0.080, 0.981, -0.201], [0.149, -0.500, 0.282], [-0.508, -0.011, 0.465], [0.333, -0.495, 0.566], [0.180, -0.118, -0.141], [-0.043, -0.104, 0.184], [0.043, 0.117, 0.099], [-0.071, -0.107, -0.018], [-0.270, 0.131, -0.144], [0.125, 0.124, 0.043], [-0.001, 0.108, -0.067], [0.091, -0.269, 0.139], [0.081, -0.121, -0.085], [-0.117, 0.051, -0.056], [0.138, 0.038, -0.139], [0.061, 0.067, 0.081], [-0.662, 0.598, -0.329], [0.050, 0.019, 0.156], [-0.067, -0.137, -0.035], [0.133, 0.039, -0.117], [0.034, -0.025, 0.060], [-0.141, 0.123, -0.062], [0.025, 0.020, 0.158], [-0.054, -0.168, -0.041]], "mulliken_charge": [-0.794, 0.653, -0.509, -0.240, 0.092, -0.451, -0.352, 0.684, -1.273, 0.092, 0.447, -0.052, 0.209, -0.428, -0.231, 0.933, -0.918, 0.564, -0.513, -0.500, -0.527, -0.533, 0.722, -0.968, 0.794, -1.409, -0.610, -0.218, -0.902, -0.585, -0.442, -0.635, -0.039, 0.244, -0.044, -0.449, 0.009, -0.272, -0.222, 0.408, -0.652, 0.114, 1.155, -0.587, -0.544, 0.343, -0.492, -0.515, 0.318, 0.166, 0.279, 0.465, 0.326, 0.367, 0.321, 0.171, 0.672, 0.394, 0.301, 0.379, 0.321, 0.390, 0.315, 0.196, 0.243, 0.444, 0.367, 0.325, 0.392, 0.350, 0.206, 0.387, 0.227, 0.384, 0.054, 0.053, 0.261, 0.219, 0.275, -0.076, 0.322, -0.116, -0.115, -0.088, -0.107, 0.305, -0.039, -0.097, -0.111, 0.007, 0.262, -0.034, -0.110, -0.106, -0.109, 0.332, -0.060, -0.095, -0.085], "smiles": "CC(=O)OC(=O)Cc1cc2c(c(P(O)Cl)c1CC(=O)O)C(=O)c1cc(CCCCCCCSc3nnco3)c([PH2]=O)c(B(N)O)c1C2=O.ClC(Cl)(Cl)Cl.ClC(Cl)(Cl)Cl.ClC(Cl)(Cl)Cl.ClC(Cl)(Cl)Cl", "fmax_ev_per_a": 3.89, "orbital_gap_ha": 0.295, "lumo_ev": -1.204, "multiplicity": 1, "total_charge": 0}